Record 1
Below is the molecule C4H6N2OS in a non-equilibrium geometry, with properties calculated with the ωB97M-V functional and the def2-TZVPD basis.

Properties
- Kohn-Sham gap (alpha / beta) (eV) = 8.69 / 8.69
- E_HOMO (alpha / beta) (eV) = -8.7344 / -8.7326
- E (hartree) = -738.861589
- LUMO level (alpha / beta) (eV) = -0.048 / -0.047
- total charge = 0
- max |F| (hartree/bohr) = 0.0930
- energy above the lowest of the compared OMol25 structures with the same formula, charge and spin (kcal/mol) = 89.8

Last column: Löwdin charge in e.
Cartesian coordinates (Å):
C: -0.38 -0.88 0.19  -0.425
C: -0.29 0.50 0.01  -0.238
C: 0.83 -1.79 0.34  -0.006
C: 0.94 1.31 -0.22  -0.013
N: -1.60 -1.35 0.08  -0.295
N: -1.58 1.07 -0.21  -0.465
O: -1.81 2.30 -0.46  -0.125
S: -2.73 -0.20 -0.03  1.080
H: 0.93 -2.05 1.36  0.066
H: 0.70 -2.71 -0.26  0.094
H: 1.71 -1.15 0.03  0.091
H: 1.46 1.14 -1.10  0.066
H: 0.37 2.26 -0.41  0.087
H: 1.46 1.55 0.67  0.082



Record 2
Below is a cluster of 2 separate species, C3H3Cl2N in total in a non-equilibrium geometry, with properties calculated with the ωB97M-V functional and the def2-TZVPD basis.

Properties
- Kohn-Sham gap (eV) = 10.50
- E_HOMO (eV) = -9.7149
- E (hartree) = -1091.165711
- LUMO level (eV) = 0.786
- total charge = 0
- max |F| (hartree/bohr) = 0.0531
- energy above the lowest of the compared OMol25 structures with the same formula, charge and spin (kcal/mol) = 48.5

Last column: Löwdin charge in e.
Cartesian coordinates (Å):
C: -1.32 -0.48 -1.99  -0.085
C: 0.58 -0.17 1.54  -0.099
C: 1.01 -0.13 0.30  -1.241
N: -1.93 0.44 -1.64  0.067
Cl: 1.67 1.22 -0.47  0.635
Cl: 1.23 -1.66 -0.56  0.562
H: 0.70 0.74 2.16  0.083
H: 0.43 -1.14 1.84  0.024
H: -2.37 1.17 -1.17  0.054



Record 3
Below is a cluster of 5 separate species, C3H16NO5 in total in a non-equilibrium geometry, with properties calculated with the ωB97M-V functional and the def2-TZVPD basis.

Properties
- Kohn-Sham gap (eV) = 10.87
- E_HOMO (eV) = -13.9249
- E (hartree) = -554.559024
- LUMO level (eV) = -3.057
- total charge = +1
- max |F| (hartree/bohr) = 0.0981
- energy above the lowest of the compared OMol25 structures with the same formula, charge and spin (kcal/mol) = 16.4

Last column: Löwdin charge in e.
Cartesian coordinates (Å):
O: 0.23 1.22 2.34  0.101
C: -0.71 0.71 1.79  -0.171
C: -0.26 -0.37 0.74  -0.020
N: -0.89 -0.17 -0.71  -0.006
C: -0.31 -1.03 -1.72  -0.073
H: -1.71 0.72 2.02  0.093
H: 0.83 -0.25 0.64  0.108
H: -0.38 -1.35 1.00  0.094
H: -1.94 -0.44 -0.63  0.127
H: -0.86 0.90 -0.94  0.181
H: 0.70 -0.95 -1.93  0.019
H: -0.82 -1.16 -2.70  0.111
H: -0.46 -2.17 -1.49  0.143
H: -1.49 3.65 -1.45  0.076
H: -0.18 3.90 -0.79  0.050
O: -0.79 3.17 -0.93  -0.066
H: 2.87 -2.24 -2.43  0.046
H: 3.14 -1.38 -1.17  0.073
O: 2.42 -1.64 -1.84  -0.090
H: -3.76 -1.66 0.20  0.091
H: -4.12 -0.24 0.34  0.074
O: -3.34 -0.79 0.28  -0.017
H: 2.69 -0.88 1.70  0.097
H: 4.12 -0.47 1.52  0.068
O: 3.39 -0.78 0.93  -0.108



Record 4
Below is a structure of composition C32H38ClLiN4O5PS in a non-equilibrium geometry, with properties calculated with the ωB97M-V functional and the def2-TZVPD basis.

Properties
- Kohn-Sham gap (eV) = 7.76
- E_HOMO (eV) = -5.1101
- E (hartree) = -3044.877961
- LUMO level (eV) = 2.653
- total charge = -1
- max |F| (hartree/bohr) = 0.0280
- energy above the lowest of the compared OMol25 structures with the same formula, charge and spin (kcal/mol) = 37.9

Last column: Löwdin charge in e.
Cartesian coordinates (Å):
Li: -1.38 -0.68 -1.19  0.468
Cl: -3.63 0.01 -0.98  0.762
C: -4.29 0.38 0.57  -0.624
C: -5.65 0.26 0.75  -0.116
C: -6.21 0.56 1.99  -0.104
C: -5.39 0.99 3.01  -0.095
C: -4.02 1.12 2.81  -0.089
C: -3.42 0.81 1.59  -0.335
P: -1.57 0.77 1.18  1.117
C: -1.71 2.25 0.09  -0.389
C: -1.19 2.23 -1.19  -0.142
C: -1.35 3.31 -2.04  -0.072
C: -2.03 4.44 -1.61  -0.094
C: -2.56 4.47 -0.32  -0.088
C: -2.41 3.38 0.52  -0.101
C: -1.03 1.53 2.77  -0.350
C: -1.12 0.75 3.93  -0.124
C: -0.67 1.23 5.15  -0.101
C: -0.10 2.49 5.23  -0.109
C: 0.03 3.26 4.09  -0.081
C: -0.42 2.78 2.86  -0.077
H: -6.28 -0.06 -0.07  0.099
H: -7.28 0.47 2.14  0.096
H: -5.81 1.25 3.97  0.097
H: -3.41 1.49 3.62  0.091
H: -0.61 1.38 -1.53  0.047
H: -0.94 3.29 -3.04  0.107
H: -2.15 5.29 -2.26  0.094
H: -3.11 5.35 0.01  0.094
H: -2.85 3.40 1.51  0.105
H: -1.55 -0.24 3.86  0.116
H: -0.75 0.62 6.03  0.098
H: 0.26 2.87 6.18  0.092
H: 0.49 4.24 4.14  0.099
H: -0.27 3.38 1.97  0.105
C: -1.56 -4.31 -0.22  -0.015
C: -0.61 -3.20 -0.68  -0.523
C: 0.85 -3.56 -0.42  -0.015
O: -0.96 -1.98 -0.02  -0.175
C: -0.81 -2.97 -2.21  -0.660
O: -0.49 -3.88 -2.98  0.000
O: -1.29 -1.84 -2.53  -0.160
H: -1.37 -4.57 0.83  0.080
H: -1.42 -5.20 -0.84  0.084
H: -2.58 -3.96 -0.33  0.088
H: 1.01 -3.83 0.63  0.085
H: 1.47 -2.69 -0.66  0.062
H: 1.14 -4.39 -1.06  0.086
H: -0.44 -1.87 0.80  0.044
C: 4.30 -2.80 -3.64  -0.065
N: 3.67 -1.69 -2.96  -0.212
C: 4.16 -1.46 -1.62  -0.094
C: 2.51 -1.12 -3.40  -0.758
S: 1.57 -0.17 -2.44  0.797
N: 2.22 -1.38 -4.74  -0.247
C: 0.82 -1.25 -5.12  -0.100
C: 3.12 -0.81 -5.72  -0.078
H: 4.36 -3.66 -2.97  0.089
H: 5.31 -2.55 -3.96  0.084
H: 3.71 -3.08 -4.51  0.084
H: 5.25 -1.36 -1.65  0.085
H: 3.89 -2.28 -0.95  0.088
H: 3.73 -0.54 -1.23  0.036
H: 0.19 -1.79 -4.41  0.053
H: 0.70 -1.71 -6.10  0.086
H: 0.49 -0.21 -5.16  0.076
H: 4.15 -0.86 -5.37  0.075
H: 2.87 0.24 -5.92  0.091
H: 3.04 -1.37 -6.65  0.085
C: 2.44 -0.51 3.96  -0.040
N: 2.31 0.19 2.70  -0.054
C: 3.14 1.22 2.39  -0.087
C: 2.90 2.01 1.33  -0.004
C: 1.66 1.85 0.57  -0.538
O: 1.35 2.68 -0.27  0.000
N: 0.88 0.77 0.89  0.090
C: 1.20 -0.09 1.87  -0.536
O: 0.56 -1.13 2.11  -0.045
H: 3.42 -0.98 4.04  0.084
H: 1.67 -1.28 3.98  0.082
H: 2.29 0.17 4.80  0.081
H: 4.00 1.35 3.04  0.119
H: 3.57 2.82 1.06  0.098



Record 5
Below is a cluster of 7 separate species, C29H52Br12N2O9S3 in total in a non-equilibrium geometry, with properties calculated with the ωB97M-V functional and the def2-TZVPD basis.

Properties
- Kohn-Sham gap (eV) = 9.42
- E_HOMO (eV) = -9.1932
- E (hartree) = -34005.458603
- LUMO level (eV) = 0.225
- total charge = 0
- max |F| (hartree/bohr) = 0.0978

Last column: Löwdin charge in e.
Cartesian coordinates (Å):
C: 3.85 2.83 1.33  0.022
C: 4.01 1.34 1.80  -0.505
O: 5.11 0.97 2.02  0.127
O: 2.91 0.46 1.92  -0.057
C: 2.55 0.06 0.58  -0.144
C: 1.14 -0.68 0.53  -0.360
C: 1.05 -1.33 -0.89  -0.102
C: 1.12 -0.20 -2.03  -0.155
C: -0.15 -0.20 -3.02  -0.202
C: -1.13 1.01 -2.77  -0.191
S: -1.45 2.05 -4.25  0.651
O: -0.96 3.39 -3.93  -0.335
O: -2.90 2.17 -4.41  -0.321
O: -0.73 1.47 -5.60  -0.216
C: 0.07 0.45 0.81  -0.201
O: -1.20 0.04 0.27  -0.302
S: -1.73 -1.12 1.36  0.930
O: -3.15 -1.25 1.04  -0.397
O: -1.11 -2.60 0.97  -0.288
C: 0.14 -2.89 1.65  -0.332
C: -0.19 -3.57 3.05  -0.128
C: -0.53 -2.56 4.22  -0.198
C: -1.98 -2.86 4.78  -0.239
C: -2.68 -1.59 5.40  -0.489
S: -3.63 -0.59 4.19  0.948
C: -2.89 1.03 4.06  -0.558
N: -2.40 1.61 2.95  -0.002
N: -1.87 2.83 3.17  0.049
C: -2.06 3.00 4.51  -0.164
O: -2.69 1.97 5.09  0.005
C: 1.17 -1.70 1.74  -0.090
H: 4.81 3.13 0.84  0.095
H: 3.06 2.95 0.54  0.080
H: 3.63 3.44 2.24  0.088
H: 3.28 -0.69 0.16  0.150
H: 2.57 0.97 -0.07  0.112
H: 1.92 -2.01 -1.10  0.127
H: 0.12 -1.90 -1.10  0.108
H: 2.05 -0.37 -2.64  0.063
H: 1.16 0.83 -1.61  0.092
H: -0.73 -1.15 -2.97  0.119
H: 0.31 -0.16 -4.04  0.011
H: -2.11 0.57 -2.47  0.114
H: -0.83 1.69 -1.94  0.102
H: -0.33 2.26 -6.01  0.073
H: 0.43 1.42 0.37  0.135
H: -0.08 0.64 1.91  0.108
H: 0.64 -3.70 1.05  0.152
H: -1.01 -4.33 2.95  0.120
H: 0.73 -4.14 3.38  0.119
H: -0.53 -1.48 3.92  0.080
H: 0.19 -2.67 5.07  0.118
H: -1.87 -3.62 5.60  0.118
H: -2.62 -3.25 3.96  0.105
H: -3.43 -1.98 6.15  0.032
H: -2.00 -0.92 5.97  0.071
H: -1.69 3.94 4.95  0.139
H: 1.12 -1.11 2.68  0.113
H: 2.19 -2.17 1.73  0.142
Br: 2.34 -1.12 -5.40  0.694
C: 2.84 -0.20 -7.05  -0.658
C: 3.81 0.92 -6.78  -0.692
Br: 2.91 2.48 -6.02  0.628
H: 1.91 0.14 -7.51  0.013
H: 3.30 -0.96 -7.67  0.063
H: 4.25 1.28 -7.72  0.062
H: 4.60 0.65 -6.09  -0.045
Br: 8.24 1.02 -6.43  0.607
C: 8.25 1.39 -4.52  -0.692
C: 7.79 0.19 -3.73  -0.682
Br: 5.86 -0.02 -3.82  0.651
H: 7.62 2.27 -4.37  0.053
H: 9.28 1.64 -4.28  0.058
H: 8.01 0.33 -2.67  0.058
H: 8.23 -0.74 -4.07  0.052
Br: -6.06 -1.00 -3.79  0.594
C: -7.35 -1.23 -2.35  -0.698
C: -8.06 -2.56 -2.45  -0.699
Br: -9.42 -2.54 -3.85  0.589
H: -8.03 -0.38 -2.40  0.050
H: -6.77 -1.18 -1.44  0.054
H: -8.60 -2.77 -1.53  0.055
H: -7.39 -3.38 -2.68  0.050
Br: 2.84 1.75 5.44  0.613
C: 4.79 1.79 5.54  -0.694
C: 5.26 2.38 6.84  -0.696
Br: 5.09 4.32 6.84  0.600
H: 5.14 2.33 4.66  0.042
H: 5.10 0.75 5.45  0.064
H: 6.33 2.20 6.98  0.058
H: 4.72 2.01 7.70  0.050
Br: -3.20 -0.71 8.84  0.641
C: -4.47 0.63 8.23  -0.674
C: -5.89 0.21 8.50  -0.685
Br: -6.48 -1.15 7.24  0.615
H: -4.27 0.79 7.17  0.031
H: -4.22 1.53 8.78  0.060
H: -6.57 1.04 8.37  0.059
H: -6.02 -0.21 9.50  0.050
Br: -0.81 -0.70 -8.72  0.613
C: -2.71 -0.50 -9.12  -0.687
C: -3.56 -0.20 -7.91  -0.675
Br: -3.87 -1.79 -6.83  0.601
H: -3.01 -1.42 -9.62  0.048
H: -2.75 0.33 -9.82  0.055
H: -4.55 0.12 -8.22  0.062
H: -3.13 0.55 -7.25  0.043



Record 6
Below is the molecule C6H14O, with properties calculated with the ωB97M-V functional and the def2-TZVPD basis.

Properties
- Kohn-Sham gap (eV) = 10.96
- SMILES string = CCCCCOC
- E_HOMO (eV) = -9.8190
- E (hartree) = -312.229153
- LUMO level (eV) = 1.140
- total charge = 0
- max |F| (hartree/bohr) = 0.0062
- energy above the lowest of the compared OMol25 structures with the same formula, charge and spin (kcal/mol) = 16.2

Last column: Löwdin charge in e.
Cartesian coordinates (Å):
C: -3.49 -0.18 -0.47  -0.124
C: -2.27 -0.35 0.43  -0.283
C: -0.96 -0.10 -0.31  -0.240
C: 0.27 -0.16 0.60  -0.191
C: 1.56 0.10 -0.14  -0.269
O: 2.62 0.18 0.78  -0.190
C: 3.85 0.46 0.15  -0.129
H: -4.42 -0.36 0.08  0.068
H: -3.45 -0.88 -1.31  0.071
H: -3.54 0.83 -0.88  0.071
H: -2.34 0.34 1.28  0.109
H: -2.26 -1.36 0.86  0.109
H: -0.85 -0.84 -1.13  0.118
H: -1.00 0.88 -0.79  0.116
H: 0.33 -1.14 1.10  0.122
H: 0.17 0.59 1.40  0.122
H: 1.75 -0.70 -0.89  0.129
H: 1.49 1.05 -0.70  0.126
H: 4.15 -0.34 -0.54  0.088
H: 4.60 0.57 0.93  0.088
H: 3.79 1.40 -0.43  0.088



Which value of max |F| does entry 1 give? 0.0930 hartree/bohr